ORCA calculation (ωB97M-V/def2-TZVPD) on a cluster of 6 separate species, C8H29NO6 in total.

Each line ends with the Löwdin charge.
Cartesian coordinates (Å):
C  -0.539  0.344  2.130  -0.11
O  -1.841  -0.138  1.957  -0.17
C  -2.807  0.671  2.594  -0.24
C  -4.158  0.049  2.402  -0.45
C  -4.538  0.074  0.929  -0.06
N  -5.121  0.754  3.269  0.03
H  0.171  -0.391  1.756  0.08
H  -0.305  0.480  3.199  0.09
H  -0.402  1.301  1.610  0.07
H  -2.558  0.789  3.659  0.13
H  -2.794  1.694  2.169  0.13
H  -4.087  -0.984  2.749  0.14
H  -4.360  1.076  0.516  0.08
H  -5.605  -0.125  0.795  0.07
H  -3.979  -0.634  0.320  0.08
H  -5.060  1.746  3.029  0.07
H  -6.058  0.529  2.934  0.07
C  2.441  2.668  1.147  -0.08
C  2.076  3.119  -0.259  -0.31
O  0.925  2.451  -0.756  -0.09
H  3.352  3.154  1.500  0.08
H  2.562  1.585  1.155  0.06
H  1.653  2.927  1.858  0.07
H  2.893  2.923  -0.955  0.11
H  1.946  4.209  -0.275  0.11
H  0.147  2.874  -0.384  0.09
C  -0.130  -3.353  -3.754  -0.10
C  0.615  -2.367  -2.894  -0.36
O  0.065  -2.352  -1.603  -0.08
H  -0.019  -4.395  -3.444  0.07
H  0.246  -3.288  -4.783  0.07
H  -1.195  -3.126  -3.762  0.07
H  0.479  -1.378  -3.367  0.11
H  1.686  -2.592  -2.870  0.10
H  0.662  -1.862  -1.025  0.03
O  4.513  -3.177  -1.363  -0.06
H  4.241  -2.283  -1.130  -0.01
H  4.719  -3.128  -2.299  0.03
O  1.805  -0.402  -0.491  -0.05
H  2.751  -0.312  -0.649  0.00
H  1.446  0.485  -0.632  0.02
O  4.480  -0.145  -1.525  -0.03
H  5.063  0.425  -1.015  0.07
H  4.619  0.107  -2.442  0.07

Computed properties:
**LUMO**: -0.07 eV
**Energy relative to the best compared isomer or geometry (same formula, charge and spin)**: 0.97 kcal per mole
**Kohn-Sham gap**: 9.1798 eV
**Highest occupied orbital energy**: -9.254 eV
**Structure (SMILES)**: COC[C@H](C)N.CCO.CCO.O.O.O
**Strongest force on any atom**: 0.8 eV/Å
**M**: 235.321 g mol⁻¹